Entry 1:
DFT (ωB97M-V with the def2-TZVPD basis set) results for a structure of composition C25H54CrN4O33S.

Each line ends with the Löwdin charge.
Geometry (Å):
1 Cr -0.2204 2.3202 0.0631  0.8541
2 S 0.1787 -0.3526 0.5002  0.3072
3 O 5.0290 -1.3168 2.7439  0.1206
4 O 0.5660 -4.1909 -6.0158  0.0041
5 O 0.5847 3.4464 2.0132  0.0699
6 O 3.2977 -5.1620 1.1979  0.0732
7 O 2.4146 3.4543 3.3144  0.0312
8 O -1.4426 1.2395 -3.8082  0.0492
9 O 1.1116 0.8263 0.7170  -0.4142
10 O -5.6554 -0.1057 -2.9764  -0.0144
11 O 4.9206 -1.4940 0.5086  0.0187
12 O 1.2668 -3.5593 -4.0863  0.0280
13 O -3.2721 2.2009 2.8221  0.0611
14 O -4.1803 -2.8494 2.5141  0.0627
15 O 1.4960 2.9279 -1.1612  0.0643
16 O -6.1423 -2.0844 -2.0251  0.1375
17 O -3.0924 -3.9651 3.9888  0.0796
18 O -0.6708 -2.7156 -4.8629  0.1236
19 O 2.4987 -4.9700 3.1895  0.0629
20 O -3.4828 -4.1934 -0.2323  0.0657
21 O -1.2188 2.5271 -1.9768  0.0565
22 O -2.2070 -4.1906 -1.9638  0.0789
23 O -2.1027 2.6574 0.9782  0.0360
24 O 3.1551 2.2993 -2.4816  0.0216
25 O 3.4832 3.8517 -0.9337  0.0231
26 O -4.8293 -0.5226 -1.0353  -0.0049
27 O -0.0968 -1.0211 1.7657  -0.3431
28 O -1.0367 0.3961 0.0203  -0.3962
29 O 0.8573 4.8652 3.7354  0.0349
30 O -4.3145 3.0231 1.1421  0.0523
31 O 6.3963 -2.6525 1.5504  0.0204
32 O -1.1236 3.3438 -4.0520  0.0294
33 O 0.7421 -1.2246 -0.5181  -0.3255
34 O 0.2472 1.7728 5.5517  0.0639
35 O 2.3725 1.4610 5.4760  0.0809
36 N 1.2349 1.1766 5.1767  -0.4282
37 N -2.4110 -4.0464 -0.7768  -0.4282
38 N -3.2962 -2.9688 3.3402  -0.4294
39 N 2.6764 -4.5724 2.0530  -0.4379
40 C -0.8403 4.6382 -3.5292  -0.0201
41 C -2.4144 -1.7993 3.5787  0.0299
42 C -5.6061 -1.0137 -1.9982  -0.6243
43 C -0.0899 -3.8334 -7.2339  -0.0365
44 C 3.8210 -0.5836 0.4723  -0.0412
45 C 1.1216 -2.8709 -2.8449  -0.0416
46 C 3.1139 2.5285 2.4625  0.0048
47 C 5.4155 -1.7707 1.7077  -0.6265
48 C -2.1099 1.6488 3.4211  -0.0243
49 C 1.0542 0.0165 4.2608  0.0591
50 C -4.3163 3.6754 -0.1379  0.0044
51 C 2.6468 3.0082 -1.5103  -0.6074
52 C 0.2932 -3.4159 -4.9696  -0.6265
53 C 2.0692 -3.2703 1.6897  0.0361
54 C 4.8983 3.6731 -1.1119  -0.0091
55 C 2.3854 1.1506 -2.9411  0.0495
56 C -6.5813 -0.3991 -4.0324  -0.0371
57 C 7.0890 -3.0706 2.7079  -0.0442
58 C -1.2867 2.3652 -3.1771  -0.6123
59 C 1.2342 3.8822 2.9451  -0.6059
60 C -0.3561 5.5508 3.3636  -0.0004
61 C -4.6435 -1.3413 0.1474  -0.0292
62 C -3.1442 2.6484 1.5952  -0.5810
63 C -1.5031 0.0192 -3.0164  0.0325
64 C -1.2450 -3.7255 0.0846  0.0407
65 H -7.5962 -0.4758 -3.6441  0.0969
66 H 3.0168 0.6662 -3.6719  0.1076
67 H -1.5485 1.0285 2.7144  0.0835
68 H -2.5203 -1.1035 2.7588  0.0737
69 H -5.0407 -0.8155 1.0072  0.0913
70 H -5.0476 -2.3399 0.0239  0.0757
71 H -6.5066 0.4256 -4.7334  0.0891
72 H -1.4225 -4.3294 0.9815  0.1066
73 H -0.9517 5.3496 -4.3407  0.0987
74 H 6.8886 -4.1259 2.9051  0.0988
75 H 3.1801 -0.9019 -0.3413  0.0737
76 H -0.2768 -3.9783 -0.3145  0.0819
77 H 3.0794 2.9042 1.4414  0.0884
78 H -6.3136 -1.3364 -4.5182  0.0970
79 H -0.2664 5.9357 2.3503  0.1011
80 H 1.6630 -0.7798 4.6752  0.1140
81 H 6.7994 -2.5328 3.6109  0.0920
82 H -1.8224 -0.7513 -3.7098  0.0949
83 H 0.9894 -3.3436 1.6756  0.0762
84 H 5.2265 2.7208 -0.6982  0.0964
85 H 4.1515 0.4432 0.2905  0.0932
86 H -2.3909 1.0184 4.2576  0.0933
87 H 2.4959 -2.9547 0.7457  0.0837
88 H 8.1635 -2.9510 2.5773  0.0933
89 H 0.0081 -0.2464 4.2062  0.0679
90 H -1.1355 -4.1481 -7.1957  0.0969
91 H 1.3797 -3.5489 -2.0370  0.0913
92 H -1.3920 -2.1498 3.6798  0.0887
93 H 2.2446 0.4900 -2.0822  0.0844
94 H 0.1139 -2.4965 -2.6884  0.0646
95 H 4.1239 2.4629 2.8558  0.1100
96 H -1.4352 2.4234 3.7769  0.0807
97 H 0.3912 -4.3701 -8.0422  0.0908
98 H -3.3904 4.2229 -0.3018  0.0913
99 H 1.3851 0.3374 3.2765  0.0648
100 H -5.1289 4.3958 -0.1324  0.0995
101 H 3.3190 -0.6081 1.4352  0.0703
102 H -2.6670 -1.3231 4.5261  0.1033
103 H 2.6965 1.5244 2.5336  0.0602
104 H 0.1546 4.6564 -3.0894  0.0930
105 H 2.3156 -2.5107 2.4276  0.0916
106 H -0.0563 -2.7524 -7.3546  0.0960
107 H -1.5727 4.9316 -2.7726  0.0958
108 H -3.5602 -1.4457 0.2383  0.0737
109 H 1.4119 1.4699 -3.2993  0.0958
110 H 5.1520 3.6495 -2.1738  0.0991
111 H 1.7995 -2.0172 -2.8363  0.0834
112 H 5.3851 4.5310 -0.6682  0.0997
113 H -0.4514 6.3517 4.0884  0.0996
114 H -1.2158 4.8905 3.4527  0.0892
115 H -4.4518 2.9180 -0.8998  0.1034
116 H -0.5209 -0.1861 -2.6002  0.0770
117 H -1.3751 -2.7112 0.4531  0.0700
118 H -2.2163 0.1440 -2.2097  0.0879

Summary:
- ⟨S²⟩ = 6.01
- multiplicity = 5
- HOMO-LUMO gap (alpha / beta) (eV) = 8.597 / 9.704
- LUMO level (alpha / beta) (eV) = -0.2 / -0.3
- total charge = 0

=====

Entry 2:
DFT (ωB97M-V with the def2-TZVPD basis set) results for a cluster of 18 separate species, H36O18 in total.

Each line ends with the Löwdin charge.
Geometry (Å):
1 O 2.0693 2.3212 -4.0207  -0.0494
2 O 0.0633 -3.1323 -2.3997  -0.1127
3 O -5.8977 -2.6354 -0.8258  -0.0447
4 O 1.4579 5.9816 0.1510  -0.0746
5 O -0.8253 -3.1334 3.4962  -0.0103
6 O -0.7437 -0.2280 1.2597  -0.1242
7 O -3.3905 -0.5235 1.2283  0.0455
8 O 4.2977 -2.6810 2.3032  -0.0262
9 O -1.4278 -4.5810 -0.6737  -0.0718
10 O 1.9529 -1.7125 -0.5329  0.0099
11 O -3.6975 2.7481 2.7413  -0.0944
12 O -3.0934 1.4148 -0.2716  -0.0099
13 O 0.7677 3.2726 3.3509  -0.0779
14 O 3.2909 4.3430 1.3749  -0.1409
15 O 4.2300 -3.2660 -0.4518  -0.0079
16 O 0.1175 3.2068 -0.8135  -0.0758
17 O 0.7403 0.6998 -0.8272  -0.0792
18 O -0.2020 -1.6137 -5.2172  -0.1342
19 H -3.4611 0.6407 -0.6123  0.0065
20 H -3.5794 1.6098 0.4748  -0.0378
21 H -2.7341 -1.0556 1.5743  0.0047
22 H -0.0689 3.4364 3.8079  0.0372
23 H 2.5986 -2.4078 -0.7182  0.0233
24 H 2.7396 1.6507 -4.2307  0.0416
25 H -0.2968 -3.1947 -3.3275  0.0565
26 H 2.3246 4.0589 1.4794  0.0447
27 H 0.7305 0.4402 -1.7855  0.0725
28 H 2.2774 5.6181 0.4130  -0.0537
29 H 4.8112 -3.2259 2.9556  0.0945
30 H -0.5605 -4.2258 -0.8718  -0.0188
31 H -0.8336 -3.5223 4.2771  -0.0583
32 H -1.2892 -4.8654 0.2378  0.0304
33 H 0.7965 -1.7629 -5.2698  0.0697
34 H 3.9139 -2.8635 0.3802  0.0237
35 H -4.3620 2.5282 3.3937  0.0245
36 H 0.7051 2.6564 -0.2656  0.0164
37 H -0.9574 -0.9540 0.6635  0.0192
38 H 0.4471 2.7003 2.5879  0.0610
39 H -3.9589 3.3077 1.9129  0.1027
40 H 3.9234 3.4909 1.4183  0.1229
41 H 1.2602 5.2226 -0.4708  0.0370
42 H 4.9134 -3.8091 -0.4753  -0.0308
43 H -1.3635 0.6047 0.9725  0.1164
44 H 1.6111 0.3150 -0.7335  0.0205
45 H 2.2984 3.1206 -4.4675  0.0211
46 H 1.2706 -2.0185 -0.0755  -0.0293
47 H 0.8827 -2.5165 -2.4567  0.0713
48 H -4.1749 -0.8435 1.3697  -0.0375
49 H -5.1620 -3.2695 -0.9755  0.0594
50 H -0.5073 -1.1078 -4.3592  0.0919
51 H -5.4251 -2.3818 -0.0598  -0.0180
52 H -0.6257 -2.1697 3.4630  0.0605
53 H 0.0139 2.7355 -1.6499  0.0278
54 H 4.1662 -1.7921 2.4526  0.0052

Summary:
- HOMO-LUMO gap (eV) = 9.911
- LUMO level (eV) = -0.3
- total charge = 0

=====

Entry 3:
DFT (ωB97M-V with the def2-TZVPD basis set) results for an isolated molecule of C21H27F3N4OS.

Each line ends with the Löwdin charge.
Geometry (Å):
1 S 0.9134 2.1305 -1.6506  1.0445
2 F 2.8108 -2.4810 -1.2650  0.1500
3 F 1.2617 -3.8266 -0.6288  0.1355
4 F 1.4485 -3.3159 -2.7082  0.1524
5 O -1.9971 3.0466 0.7763  0.0448
6 N -1.0287 0.4694 -0.9675  0.1531
7 N 1.0655 -0.4562 -1.5509  0.1477
8 N 2.2855 0.4319 1.7605  -0.2025
9 N 0.0753 2.2570 1.1904  0.0575
10 C -4.9318 0.2252 0.5110  -0.0620
11 C -2.9460 -0.8198 -0.3627  -0.1554
12 C 0.5822 -1.6532 -1.2695  -0.1750
13 C 2.2974 1.4493 2.7970  -0.2069
14 C -0.2446 1.6087 2.4402  -0.1692
15 C 0.9160 1.6909 3.4331  -0.1522
16 C -5.6418 -0.9488 0.3196  -0.0794
17 C -3.6709 -1.9972 -0.5601  -0.0307
18 C -5.0088 -2.0566 -0.2224  -0.0802
19 C 3.3480 0.5742 0.7755  -0.2497
20 C -0.8636 2.8125 0.4098  -0.5452
21 C 3.1363 -1.6538 2.9689  -0.0708
22 C -1.5546 3.3742 -1.9514  -0.1104
23 C -0.3893 3.2398 -0.9860  -0.4950
24 C -3.5949 0.2963 0.1688  -0.0022
25 C -1.5332 -0.7379 -0.7289  -0.1751
26 C 0.2303 0.5593 -1.3570  -0.6240
27 C 2.0224 -0.9206 2.2135  -0.2313
28 C 1.5348 -2.8103 -1.4672  -0.5845
29 C 4.7796 0.7500 1.2942  -0.0745
30 C -0.7138 -1.8747 -0.8413  0.0776
31 H 2.6239 2.3782 2.3222  0.1207
32 H -1.0593 -2.8636 -0.5967  0.1194
33 H -6.6872 -1.0018 0.5853  0.1030
34 H 0.1295 4.1991 -0.8866  0.1139
35 H 0.7313 0.9656 4.2265  0.1063
36 H 3.0109 1.2287 3.6067  0.1166
37 H 4.8761 1.6656 1.8732  0.0661
38 H -1.2174 3.7736 -2.9043  0.0732
39 H 3.5165 -1.0463 3.7869  0.0688
40 H -1.1355 2.0933 2.8463  0.1233
41 H -5.5617 -2.9699 -0.3856  0.1034
42 H 0.9567 1.9637 0.7924  0.0663
43 H 3.1108 1.4500 0.1576  0.0827
44 H -0.4907 0.5575 2.2415  0.1146
45 H 2.7380 -2.5763 3.3848  0.0728
46 H -3.0466 1.2116 0.3210  0.0854
47 H 5.0916 -0.0837 1.9146  0.0556
48 H 3.3048 -0.2994 0.1234  0.1002
49 H 1.1391 -0.8803 2.8553  0.1052
50 H 5.4521 0.8135 0.4427  0.0748
51 H -3.2001 -2.8605 -1.0057  0.1066
52 H -5.4192 1.0937 0.9268  0.1084
53 H 3.9551 -1.9100 2.3028  0.0638
54 H 1.7575 -1.5089 1.3279  0.1006
55 H -2.0184 2.4035 -2.1074  0.0678
56 H -2.2959 4.0423 -1.5199  0.0813
57 H 0.9369 2.6804 3.8924  0.1124

Summary:
- SMILES = CCN(CC)CCCNC(=O)[C@H](C)Sc1nc(-c2ccccc2)cc(C(F)(F)F)n1
- HOMO-LUMO gap (eV) = 8.177
- LUMO level (eV) = -0.3
- total charge = 0

=====

Entry 4:
DFT (ωB97M-V with the def2-TZVPD basis set) results for a cluster of 2 separate species, C5H3ClS2 in total.

Each line ends with the Löwdin charge.
Geometry (Å):
1 Cl 0.2626 -2.4228 0.0060  0.5808
2 S -3.5860 0.0477 -0.3395  0.7649
3 S -0.0563 1.8910 0.3430  0.9476
4 C 0.5145 -0.6338 0.0415  -0.7420
5 C 1.4890 1.4132 -0.3479  -0.4193
6 C -2.5229 -0.7317 0.4318  -0.5578
7 C -0.3959 0.2566 0.4969  -0.5278
8 C 1.6171 0.0800 -0.4667  -0.2468
9 H 2.3191 2.2008 -0.6083  0.1090
10 H -2.1691 -1.6285 0.9454  -0.0073
11 H 2.5280 -0.4724 -0.5021  0.0988

Summary:
- HOMO-LUMO gap (alpha / beta) (eV) = 7.585 / 7.586
- LUMO level (alpha / beta) (eV) = -0.8 / -0.8
- total charge = 0

=====

Entry 5:
DFT (ωB97M-V with the def2-TZVPD basis set) results for a structure of composition CH2IN2PS.

Each line ends with the Löwdin charge.
Geometry (Å):
1 I -0.3920 -1.1665 -1.9605  0.4270
2 S 2.6279 1.8425 -0.9936  0.7381
3 P -0.9065 -0.7398 0.3831  0.1892
4 N 0.2738 1.2575 0.2378  -0.0449
5 N 0.3381 -0.5874 1.2159  -0.1986
6 C 1.3263 1.4201 -0.2751  -1.0127
7 H -2.0140 -0.0618 0.4628  -0.0721
8 H -1.2535 -1.9646 0.9296  -0.0258

Summary:
- HOMO-LUMO gap (alpha / beta) (eV) = 7.238 / 7.236
- LUMO level (alpha / beta) (eV) = -2.3 / -2.3
- total charge = 0

=====

Entry 6:
DFT (ωB97M-V with the def2-TZVPD basis set) results for an isolated molecule of C4H10N2.

Each line ends with the Löwdin charge.
Geometry (Å):
1 N 1.6316 -1.2793 0.0371  0.0352
2 N -1.9561 -0.1856 -0.4177  0.0026
3 C -0.8135 -0.7652 0.2903  -0.2833
4 C 0.4906 -0.5166 -0.4729  -0.4288
5 C 0.8863 0.9414 -0.5123  -0.1410
6 C 0.4249 1.9107 0.2767  0.0040
7 H -0.7049 -0.4085 1.3261  0.1032
8 H 1.8411 -0.9961 0.9878  0.0722
9 H 0.7897 2.9270 0.2047  0.0528
10 H 0.3159 -0.8354 -1.5041  0.1371
11 H -2.8192 -0.3770 0.0815  0.0663
12 H -0.3713 1.7186 0.9945  0.0521
13 H 1.6740 1.1653 -1.2337  0.1023
14 H -0.9696 -1.8469 0.3705  0.1094
15 H 1.4233 -2.2731 0.0230  0.0691
16 H -1.8428 0.8205 -0.4516  0.0469

Summary:
- SMILES = C=C[C@@H](N)CN
- HOMO-LUMO gap (eV) = 10.363
- LUMO level (eV) = 1.1
- total charge = 0